Here is 2 unconnected molecules or ions with the total composition C2H4ClO2S from the Open Molecules 2025 dataset. Energies are from ωB97M-V with the def2-TZVPD basis set.

**E**: -1087.4042 hartree
**Multiplicity**: 1
**Energy relative to the best compared isomer or geometry (same formula, charge and spin)**: 2.3250 eV
**Net charge**: -1
**Gap between HOMO and LUMO (spin up / spin down)**: 4.62 / 6.65 eV

The geometry in XYZ format:
```
10
Properties=species:S:1:pos:R:3:lowdin_charge:R:1
C -0.19 0.15 0.63 -0.330
C 0.49 1.31 0.08 -0.636
O 5.19 0.69 -0.51 -0.598
O 4.42 -0.63 1.43 -0.586
S 4.41 -0.48 -0.05 0.615
Cl 2.02 0.80 -0.81 0.371
H 0.10 0.00 1.64 0.024
H -0.06 -0.94 0.19 0.097
H -1.24 0.40 0.53 0.035
H 0.98 2.12 0.74 0.007
```

Here is 7 unconnected molecules or ions with the total composition C4H22NO7 from the Open Molecules 2025 dataset. Energies are from ωB97M-V with the def2-TZVPD basis set.

**E**: -746.7739 hartree
**Multiplicity**: 1
**Energy relative to the best compared isomer or geometry (same formula, charge and spin)**: 2.3732 eV
**Net charge**: +1
**Gap between HOMO and LUMO**: 11.02 eV

The geometry in XYZ format:
```
34
Properties=species:S:1:pos:R:3:lowdin_charge:R:1
O -1.58 -1.60 2.48 0.073
C -2.29 -1.77 1.52 -0.212
C -2.03 -1.35 0.10 -0.135
N -0.77 -0.65 -0.14 0.071
C -0.94 0.74 0.39 -0.179
C 0.35 1.54 0.52 -0.078
H -3.36 -1.92 1.76 0.141
H -2.23 -2.26 -0.49 0.149
H -2.98 -0.90 -0.24 0.147
H -0.75 -0.58 -1.17 0.129
H 0.12 -1.09 0.16 0.151
H -1.61 0.86 1.24 0.133
H -1.62 1.26 -0.36 0.125
H 1.13 1.40 -0.25 0.081
H 1.00 1.40 1.38 0.055
H 0.02 2.57 0.53 0.091
H 2.49 -0.41 0.84 -0.013
H 1.69 -1.54 1.67 -0.013
O 2.04 -1.27 0.79 -0.092
H -1.33 -0.93 -3.49 0.082
H -2.54 -0.24 -3.16 0.091
O -1.77 -0.61 -2.69 -0.031
H 3.95 1.63 1.54 0.081
H 3.52 0.46 2.33 0.081
O 3.24 0.97 1.55 -0.050
H -0.60 1.87 -2.76 0.009
H 0.03 2.76 -1.64 0.012
O -0.79 2.48 -2.04 -0.068
H 0.50 -1.63 3.41 0.047
H 1.11 -2.95 3.43 0.082
O 1.34 -2.05 3.18 -0.034
H 1.84 2.00 -3.36 0.066
H 1.59 0.52 -3.77 0.055
O 1.23 1.26 -3.28 -0.046
```

Here is 5 unconnected molecules or ions with the total composition C3H15NO4 from the Open Molecules 2025 dataset. Energies are from ωB97M-V with the def2-TZVPD basis set.

**E**: -478.8743 hartree
**Multiplicity**: 1
**Energy relative to the best compared isomer or geometry (same formula, charge and spin)**: 4.2044 eV
**Gap between HOMO and LUMO**: 9.26 eV

The geometry in XYZ format:
```
23
Properties=species:S:1:pos:R:3:lowdin_charge:R:1
C 0.21 1.01 2.21 -0.106
C 0.10 -0.33 1.53 -0.164
C -0.98 -0.74 0.88 -0.213
N -1.09 -1.99 0.24 0.014
H -0.76 1.50 2.21 0.066
H 0.56 0.90 3.24 0.070
H 0.97 1.62 1.73 0.068
H 0.96 -1.00 1.53 0.108
H -1.87 -0.13 0.84 0.101
H -2.03 -2.33 0.11 0.098
H -0.41 -2.68 0.56 0.094
O 0.99 -2.51 -1.50 -0.064
H 1.67 -2.42 -2.11 0.021
H 0.19 -2.27 -0.99 0.007
O -2.05 2.18 -0.05 -0.063
H -1.29 1.62 -0.29 -0.010
H -2.70 1.95 -0.72 0.052
O 2.08 -0.03 -1.97 -0.063
H 1.70 -0.89 -1.72 0.015
H 2.31 0.84 -2.22 0.049
O 0.56 1.96 -1.15 -0.071
H -0.14 2.56 -0.95 0.019
H 1.04 1.18 -1.39 -0.028
```

Computed F_max (eV Å⁻¹) in order:
3.95, 2.90, 2.22